Computed, not measured: a 6-piece molecular cluster, C28H59BBrO20S overall in a non-equilibrium geometry, with the ωB97M-V functional and the def2-TZVPD basis.

```
110
C28H59BBrO20S | the OMol25 dataset | the ωB97M-V functional and the def2-TZVPD basis
C 0.503 -2.754 1.550
C -0.769 -3.058 0.530
O -1.524 -1.857 0.141
C -2.068 -1.137 1.303
C -1.195 0.226 1.707
O -0.870 1.022 0.514
C 0.496 0.686 0.001
C 0.863 1.859 -1.092
O 0.817 1.430 -2.499
C -0.484 0.849 -2.867
B -0.205 -0.719 -3.304
Br -1.606 -1.328 -4.655
S 1.515 -1.017 -4.030
C 2.758 -1.466 -2.652
O 1.427 -2.308 -4.933
O 2.023 0.112 -4.958
H 0.235 -2.939 2.690
H 1.394 -3.462 1.191
H 0.917 -1.658 1.475
H -1.438 -3.917 1.003
H -0.274 -3.483 -0.469
H -2.103 -1.788 2.289
H -3.179 -0.810 1.063
H -1.930 0.901 2.363
H -0.240 -0.033 2.363
H 0.578 -0.408 -0.411
H 1.249 0.768 0.901
H 0.237 2.835 -0.859
H 1.998 2.163 -0.879
H -1.337 0.996 -2.080
H -0.860 1.398 -3.858
H -0.308 -1.408 -2.357
H 2.230 -2.000 -1.733
H 3.546 -2.225 -3.070
H 3.301 -0.493 -2.287
C -0.481 2.586 8.130
C -1.978 2.805 7.984
O -2.268 3.703 6.906
C -2.151 3.184 5.660
O -1.831 2.039 5.384
O -2.423 4.168 4.765
C -2.228 3.780 3.407
H 0.039 3.544 8.233
H -0.263 1.965 9.001
H -0.063 2.094 7.246
H -2.362 3.271 8.898
H -2.516 1.859 7.854
H -2.794 2.875 3.166
H -1.161 3.631 3.214
H -2.586 4.591 2.767
C 1.616 1.309 -7.630
C 0.197 1.453 -7.106
O -0.480 2.548 -7.736
C -0.897 2.329 -9.007
O -0.752 1.298 -9.644
O -1.480 3.467 -9.462
C -1.866 3.406 -10.832
H 2.161 2.252 -7.527
H 2.151 0.525 -7.089
H 1.622 1.055 -8.695
H 0.232 1.677 -6.033
H -0.376 0.526 -7.222
H -2.509 2.542 -11.027
H -0.976 3.376 -11.468
H -2.429 4.313 -11.068
C -1.286 -1.317 -10.214
C -2.723 -1.744 -10.464
O -2.871 -2.334 -11.761
C -2.399 -3.598 -11.889
O -1.875 -4.263 -11.009
O -2.583 -3.990 -13.175
C -2.027 -5.268 -13.472
H -0.936 -0.659 -11.014
H -1.198 -0.796 -9.257
H -0.612 -2.180 -10.197
H -3.369 -0.858 -10.443
H -3.087 -2.424 -9.686
H -2.397 -6.033 -12.782
H -0.934 -5.214 -13.440
H -2.330 -5.544 -14.486
C -2.188 6.255 13.482
C -3.151 5.466 12.610
O -2.536 4.274 12.105
C -2.400 3.261 12.995
O -2.755 3.276 14.163
O -1.773 2.232 12.370
C -1.470 1.137 13.231
H -1.260 6.462 12.940
H -2.637 7.200 13.797
H -1.912 5.692 14.379
H -3.426 6.074 11.739
H -4.079 5.227 13.141
H -2.363 0.781 13.753
H -0.695 1.431 13.946
H -1.081 0.320 12.617
C 7.024 -4.887 4.813
C 5.527 -4.669 4.667
O 5.237 -3.770 3.589
C 5.354 -4.290 2.343
O 5.674 -5.435 2.067
O 5.082 -3.306 1.448
C 5.277 -3.694 0.091
H 7.544 -3.930 4.916
H 7.242 -5.509 5.684
H 7.442 -5.380 3.929
H 5.143 -4.202 5.581
H 4.989 -5.614 4.537
H 4.711 -4.599 -0.151
H 6.344 -3.843 -0.103
H 4.919 -2.883 -0.550
```

Calculated values
Kohn-Sham gap: 7.25 eV
total charge: -1